1.
Density functional theory data (ωB97M-V with the def2-TZVPD basis set) for a 11-piece molecular cluster, C60H78Br5N12 overall.

## Properties
LUMO level   -11.30 eV
Max |F|   3.5 eV Å⁻¹
Charge   +5
HOMO   -14.723 eV
Kohn-Sham gap   3.42 eV

Structure (XYZ):
```
155
C60H78Br5N12 (ωB97M-V with the def2-TZVPD basis set)
C 5.24719 -0.98224 -4.11126
N 5.84748 0.24326 -4.71046
C 5.15231 1.07671 -5.48602
C 5.75688 2.13488 -6.15122
C 7.15997 2.25276 -6.01756
C 7.90603 1.36083 -5.23055
C 7.19983 0.39042 -4.58326
C 7.87071 3.37110 -6.79404
C 7.59575 4.70513 -6.59039
C 8.14590 5.62616 -7.46400
N 9.00735 5.30457 -8.41597
C 9.36268 4.01001 -8.54625
C 8.78274 3.02338 -7.79285
C 9.54475 6.33945 -9.29841
H 5.67296 -0.97245 -3.11518
H 5.64217 -1.83625 -4.66638
H 4.16950 -0.96725 -4.08329
H 4.08985 0.91075 -5.57453
H 5.23499 2.80814 -6.79415
H 8.98418 1.43684 -5.15268
H 7.71599 -0.35416 -3.99624
H 6.94003 5.01453 -5.81311
H 7.92335 6.68378 -7.27150
H 10.12907 3.76350 -9.28377
H 9.02196 1.98994 -7.98438
H 8.77106 7.07088 -9.53087
H 9.83951 5.82756 -10.23363
H 10.41063 6.80417 -8.89652
C -1.41132 1.03235 3.92959
N -1.74881 1.42482 2.57167
C -3.02819 1.49515 2.19275
C -3.45778 1.85370 0.90973
C -2.50111 2.18482 -0.03377
C -1.17977 2.22875 0.39060
C -0.81836 1.77262 1.64101
C -2.88512 2.49737 -1.44875
C -2.20164 1.87467 -2.46504
C -2.72712 1.98442 -3.77360
N -3.78832 2.71710 -4.01203
C -4.30646 3.54097 -3.01459
C -3.81658 3.49268 -1.73814
C -4.58699 2.63918 -5.24423
H -1.17729 -0.05301 3.91010
H -2.24888 1.24395 4.58663
H -0.51908 1.58564 4.23059
H -3.73864 1.20066 2.95249
H -4.51023 1.79985 0.63940
H -0.40894 2.54529 -0.29592
H 0.19165 1.80828 2.00040
H -1.38171 1.22211 -2.18220
H -2.34906 1.36743 -4.58478
H -5.19287 4.07024 -3.32736
H -4.29080 4.06974 -0.93071
H -5.49381 2.12401 -4.91868
H -4.08258 1.99208 -5.98948
H -4.78553 3.59889 -5.68716
C -6.04744 -3.85805 1.38157
N -4.73674 -3.21445 1.40235
C -3.86821 -3.53079 2.39262
C -2.50212 -3.26970 2.30447
C -2.09473 -2.48990 1.24377
C -3.05432 -1.93623 0.35273
C -4.35157 -2.37766 0.41987
C -0.61352 -2.24355 1.15289
C 0.12310 -2.16088 2.34002
C 1.47938 -2.03069 2.27479
N 2.12257 -1.97258 1.10249
C 1.44408 -2.10012 -0.06266
C 0.06762 -2.15600 -0.07800
C 3.54303 -1.83462 1.10379
H -6.77218 -3.06341 1.23154
H -6.22357 -4.45315 2.27557
H -5.99914 -4.50202 0.52924
H -4.20688 -4.19425 3.19126
H -1.79292 -3.78543 2.96314
H -2.77010 -1.20736 -0.38765
H -5.12861 -2.04734 -0.24478
H -0.39329 -2.10595 3.27888
H 2.07794 -1.91059 3.12847
H 2.04508 -2.18185 -0.97141
H -0.42856 -2.19833 -1.02406
H 3.90545 -1.52588 0.14993
H 4.02150 -2.76790 1.42061
H 3.74737 -1.18404 1.94588
C 5.43058 2.48412 4.02845
N 5.03438 3.21125 2.77831
C 5.15152 4.54599 2.71081
C 4.56290 5.15329 1.68902
C 3.61780 4.51701 0.81810
C 3.47563 3.14889 0.94686
C 4.25979 2.53328 1.88679
C 2.73485 5.43479 -0.01330
C 2.47339 6.75436 0.39867
C 1.73644 7.59786 -0.39984
N 1.19618 7.17654 -1.56194
C 1.47729 5.90015 -1.92557
C 2.19573 4.96821 -1.20189
C 0.42980 8.11639 -2.42266
H 4.48916 2.31846 4.56143
H 6.16381 3.07268 4.56970
H 5.76349 1.47525 3.81445
H 5.82252 5.05800 3.38187
H 4.81120 6.19582 1.57829
H 2.73006 2.63629 0.35969
H 4.27148 1.46889 1.94100
H 2.79412 7.06954 1.35961
H 1.40145 8.56713 -0.07242
H 1.01049 5.52110 -2.81497
H 2.45063 3.98979 -1.61772
H -0.52196 8.33092 -1.93677
H 0.28589 7.56941 -3.36031
H 1.07729 8.97233 -2.65895
C -6.09991 -3.27504 11.35410
C -6.79458 -2.60727 10.13330
N -5.99273 -2.81095 8.91200
C -4.77652 -2.14411 8.63855
C -4.33315 -2.57753 7.42434
N -5.22924 -3.49851 6.95937
C -6.20391 -3.62751 7.86986
C -4.99258 -4.34147 5.76588
H -5.94152 -4.32018 11.14735
H -6.74817 -3.17758 12.23053
H -5.17463 -2.76005 11.57612
H -7.01377 -1.54277 10.23923
H -7.78163 -3.00621 9.97578
H -4.33515 -1.39030 9.29146
H -3.39885 -2.32667 6.92184
H -6.95334 -4.38321 7.71347
H -3.92347 -4.34987 5.67252
H -5.45932 -3.81978 4.91921
H -5.36435 -5.34957 5.93581
C -5.60718 -8.93343 -0.61906
C -5.29093 -7.62192 0.01457
N -3.93864 -7.07858 -0.36899
C -2.77697 -7.14418 0.48149
C -1.75298 -6.68212 -0.24675
N -2.19047 -6.30853 -1.47060
C -3.54950 -6.58725 -1.53167
C -1.39506 -6.05840 -2.62583
H -4.91808 -9.73312 -0.37821
H -5.54953 -8.84984 -1.68289
H -6.58965 -9.32821 -0.39396
H -5.37908 -7.55822 1.10034
H -5.97049 -6.84366 -0.38565
H -2.78094 -7.57309 1.48444
H -0.72450 -6.59493 0.03826
H -4.14475 -6.40561 -2.39585
H -0.81195 -5.15492 -2.54960
H -2.01029 -5.94747 -3.50561
H -0.69845 -6.88089 -2.75517
Br 1.25704 -2.44507 -3.18130
Br -4.72656 -6.41204 3.10726
Br -4.94546 0.56452 -1.59188
Br 2.31543 1.02436 3.49766
Br -1.90273 -1.97399 4.90416
```

2.
Density functional theory data (ωB97M-V with the def2-TZVPD basis set) for a 8-piece molecular cluster, C6H28O8 overall.

## Properties
SMILES string   CC(C)O.CC(C)O.O.O.O.O.O.O
LUMO level   -0.54 eV
Max |F|   4.1 eV Å⁻¹
Charge   0
HOMO   -9.366 eV
Energy relative to the best compared isomer or geometry (same formula, charge and spin)   44.3 kcal per mole
Kohn-Sham gap   8.82 eV

Structure (XYZ):
```
42
C6H28O8 (ωB97M-V with the def2-TZVPD basis set)
C 0.05670 -3.75022 0.61826
C -0.03576 -2.22347 0.88381
C 0.63057 -1.96691 2.30751
O 0.66744 -1.59026 -0.15545
H -0.47500 -4.31595 1.38334
H 1.03322 -4.23402 0.59691
H -0.45822 -3.93120 -0.32524
H -1.08361 -1.92395 0.86393
H 0.48213 -2.69930 3.10103
H 0.19145 -1.09315 2.78898
H 1.71189 -1.85576 2.22690
H 1.54171 -1.96657 -0.28046
C -2.60224 1.07203 -1.74445
C -1.70119 1.46269 -2.87523
C -0.30149 1.97682 -2.53964
O -1.51026 0.38088 -3.72312
H -3.55553 0.65268 -2.06614
H -2.86630 1.79319 -0.97095
H -2.11655 0.30520 -1.14096
H -2.07951 2.31693 -3.43670
H 0.34940 1.17663 -2.18730
H -0.17205 2.77314 -1.80669
H 0.17926 2.38648 -3.42798
H -1.30842 -0.44084 -3.26965
O 1.06614 1.32298 3.96158
H 1.82987 1.21683 3.39441
H 0.59964 2.07539 3.59761
O 2.97272 3.30319 -0.48901
H 2.67529 2.41000 -0.31587
H 3.91251 3.28243 -0.30845
O 2.87711 1.02918 1.61798
H 3.81875 1.18919 1.68078
H 2.80032 0.27461 1.03407
O -1.20350 -1.97611 -2.36361
H -0.59552 -1.63496 -1.70770
H -1.30192 -2.90187 -2.14110
O -2.56954 0.92769 1.73371
H -2.44076 1.69464 2.29177
H -1.74092 0.83047 1.26447
O -0.11770 1.02058 0.71624
H 0.71072 1.31511 1.09467
H 0.12907 0.31545 0.11781
```

3.
Density functional theory data (ωB97M-V with the def2-TZVPD basis set) for a 2-piece molecular cluster, C6H12 overall.

## Properties
LUMO level (spin up / spin down)   4.47 / 2.85 eV
Max |F|   2.6 eV Å⁻¹
Charge   -1
HOMO (spin up / spin down)   -1.350 / -0.928 eV
Energy relative to the best compared isomer or geometry (same formula, charge and spin)   79.9 kcal per mole
Kohn-Sham gap (spin up / spin down)   5.82 / 3.77 eV
⟨S²⟩   0.77
Multiplicity   2

Structure (XYZ):
```
18
C6H12 (ωB97M-V with the def2-TZVPD basis set)
C 0.57623 0.65352 2.19330
C 0.84029 0.88393 0.66783
C -0.09359 0.24790 -0.32102
C -0.11375 -1.16488 -0.37896
C -0.94379 -1.86939 -1.38898
C -0.69972 1.08777 -1.27119
H -0.39041 0.87409 2.61736
H 1.52608 1.23833 2.66514
H 0.95100 -0.35868 2.39096
H 2.32105 1.90463 2.87832
H 1.86355 0.53234 0.56809
H 0.89507 -1.58991 -0.26989
H -0.83332 -2.94907 -1.41284
H -2.00580 -1.64858 -1.27467
H -0.69275 -1.45340 -2.40278
H -1.58379 0.70383 -1.76873
H 0.75093 1.97201 0.52310
H -0.13846 1.90095 -1.70298
```

4.
Density functional theory data (ωB97M-V with the def2-TZVPD basis set) for C10H2F16O7S2 in the gas phase.

## Properties
SMILES string   O=C1O[C@@H](S(=O)(=O)C(F)(F)C(F)(F)C(F)(F)F)[C@@H](S(=O)(=O)C(F)(F)C(F)(F)C(F)(F)C(F)(F)F)O1
LUMO level   0.08 eV
Max |F|   0.6 eV Å⁻¹
Charge   0
HOMO   -11.718 eV
Kohn-Sham gap   11.79 eV

Structure (XYZ):
```
37
C10H2F16O7S2 (ωB97M-V with the def2-TZVPD basis set)
O -0.92919 -2.04574 2.93652
C -0.40727 -1.67934 1.94945
O 0.74023 -2.18403 1.39609
C 1.22519 -1.12230 0.57764
S 2.68709 -1.55716 -0.40300
O 3.22505 -2.74555 0.17044
O 2.43429 -1.39754 -1.79348
C 3.92359 -0.18995 0.03574
F 4.80180 -0.23010 -0.97149
F 4.53379 -0.53752 1.17122
C 3.35465 1.25192 0.18573
F 2.91613 1.41341 1.45306
F 2.29945 1.40070 -0.65063
C 4.36180 2.39558 -0.10850
F 5.40073 2.29290 0.71635
F 3.74829 3.55454 0.09733
F 4.78911 2.35392 -1.36310
C -0.08414 -0.59094 -0.01554
S -0.96556 -1.69932 -1.18708
O -0.22479 -1.75756 -2.40385
O -1.39121 -2.87179 -0.49059
C -2.56174 -0.80709 -1.67616
F -2.25413 0.20874 -2.49698
F -3.13745 -1.78293 -2.39002
C -3.63609 -0.31534 -0.64206
F -3.67734 -1.15598 0.40153
F -4.81351 -0.38770 -1.28880
C -3.50187 1.17165 -0.15629
F -4.11712 1.96055 -1.04831
F -2.20379 1.54544 -0.10771
C -4.14961 1.44983 1.23719
F -3.35274 1.06791 2.22467
F -5.31247 0.80918 1.33813
F -4.36895 2.75361 1.34984
O -0.86474 -0.62819 1.16965
H 1.53986 -0.32890 1.26683
H -0.02736 0.38510 -0.48384
```

5.
Density functional theory data (ωB97M-V with the def2-TZVPD basis set) for a 9-piece molecular cluster, H16NO11 overall.

## Properties
LUMO level   3.10 eV
Max |F|   11.6 eV Å⁻¹
Charge   -1
HOMO   -7.037 eV
Energy relative to the best compared isomer or geometry (same formula, charge and spin)   77.9 kcal per mole
Kohn-Sham gap   10.13 eV

Structure (XYZ):
```
28
H16NO11 (ωB97M-V with the def2-TZVPD basis set)
N 21.50400 0.48400 8.67100
O 22.70100 0.75700 8.63400
O 20.95400 0.67000 9.79300
O 20.77700 0.32900 7.69900
O 21.32300 -1.63200 6.09500
H 21.22700 -0.79200 6.51500
H 20.59200 -1.65900 5.47100
O 24.45900 -0.12900 5.62500
H 23.74700 0.36600 6.01100
H 25.39600 0.19000 5.60400
O 18.93900 -1.21100 8.00500
H 19.37200 -0.41000 7.95800
H 18.07100 -1.22000 7.57200
O 24.91400 -0.10000 9.92500
H 24.39100 0.28800 9.36600
H 24.49700 -0.93200 10.50400
O 22.99000 1.85000 5.66400
H 22.59500 2.27500 6.33400
H 23.91400 2.07600 5.78400
O 19.21800 2.26900 11.01000
H 19.76200 1.72200 10.46500
H 19.78200 2.97800 11.31600
O 19.00900 1.80700 6.45400
H 18.41200 2.22800 7.10200
H 19.80900 1.26000 6.85300
O 23.33800 2.64000 10.84000
H 23.45900 2.09700 11.64700
H 22.68600 2.19700 10.33600
```